No. 1
Computed, not measured: a molecular structure, C16H9AlF5N2O3S6, with ωB97M-V/def2-TZVPD.

```
42
Properties=species:S:1:pos:R:3:forces:R:3
Al 0.301 -0.500 -0.279 0.5 -0.8 -0.1
O -3.154 4.113 -1.245 0.0 0.2 0.0
C -2.834 3.245 -2.218 0.0 -0.2 0.0
C -3.100 3.621 -3.534 -0.1 0.0 0.0
C -2.824 2.763 -4.581 0.1 0.0 0.1
C -2.247 1.522 -4.338 0.0 -0.1 -0.1
C -1.945 1.156 -3.040 0.0 0.0 0.0
C -2.235 1.997 -1.967 0.1 0.1 -0.2
C -1.841 1.576 -0.606 0.5 -0.3 0.3
O -0.935 0.642 -0.524 -0.8 0.6 0.2
N -2.380 2.182 0.393 -0.2 0.8 -0.5
N -2.167 1.787 1.673 0.1 -1.0 0.3
C -1.634 2.579 2.488 0.2 0.6 -0.3
S -1.625 2.212 4.209 0.1 0.1 0.2
C -0.699 3.701 4.701 -0.1 -0.3 -0.1
C -1.052 4.812 3.736 0.0 0.0 -0.2
S -0.894 4.151 2.052 -0.2 -0.2 0.1
H -2.925 3.690 -0.384 -0.1 -0.1 0.0
H -3.534 4.597 -3.706 0.0 0.0 0.0
H -3.053 3.068 -5.595 0.0 0.0 0.0
H -2.034 0.849 -5.157 0.0 0.0 0.0
H -1.474 0.203 -2.836 0.0 0.0 0.0
H 0.367 3.480 4.666 0.0 0.0 0.0
H -0.995 3.936 5.722 0.0 0.0 0.0
H -0.370 5.657 3.827 0.0 0.0 0.0
H -2.076 5.155 3.880 0.0 0.0 0.1
S 1.457 -0.691 -2.236 -0.2 0.0 0.1
S 2.007 -2.646 -1.805 0.0 -0.1 0.1
S 0.198 -3.554 -1.473 0.1 0.1 -0.2
S -0.517 -2.586 0.219 0.1 0.2 0.0
F 3.771 1.067 5.759 0.0 0.0 0.0
C 3.185 0.811 4.578 0.0 0.0 0.0
C 3.628 1.438 3.427 -0.1 0.0 0.1
F 4.632 2.321 3.507 0.1 0.0 0.0
C 3.032 1.168 2.209 -0.1 -0.1 0.0
F 3.488 1.783 1.115 0.0 0.1 -0.1
C 1.971 0.260 2.093 -0.1 -0.1 0.3
O 1.417 -0.011 0.949 0.1 0.3 -0.1
C 1.541 -0.349 3.280 0.1 0.1 -0.1
F 0.533 -1.218 3.218 -0.1 -0.1 0.1
C 2.135 -0.088 4.499 0.1 0.2 -0.1
F 1.698 -0.685 5.613 0.0 -0.1 0.0
```
Forces are in eV/Å.

Computed properties:
* total charge: -1
* relative energy (zero: lowest compared OMol25 entry of this formula, charge and spin): 0.302 eV



No. 2
Computed, not measured: a molecular structure, C16H9CuNO8, with ωB97M-V/def2-TZVPD.

```
35
Properties=species:S:1:pos:R:3:forces:R:3
Cu 0.349 0.532 0.777 0.2 -1.2 -0.6
C 2.180 -0.851 -2.937 0.3 2.4 4.4
C 2.005 -0.369 -1.588 -0.9 1.1 -1.1
C 2.494 -1.282 -0.401 -1.0 -1.3 -0.3
O 1.979 -1.140 0.726 0.1 1.5 0.0
C 3.247 -2.470 -0.688 -1.5 4.0 4.6
C 3.472 -2.809 -1.914 3.6 -6.0 -4.3
C 2.989 -1.948 -3.088 -2.2 -2.9 -5.2
O 2.879 -2.399 -4.331 2.2 0.0 3.1
O 4.065 -4.024 -2.065 -1.5 3.5 -1.0
O 1.347 0.700 -1.299 0.7 -1.3 0.7
H 1.730 -0.360 -3.787 0.0 -0.1 0.1
H 3.509 -3.056 0.181 0.0 -0.3 -0.2
C -1.520 -1.003 -0.597 -2.7 1.3 -2.5
C -2.415 -0.486 -1.622 2.0 -0.7 -3.4
C -3.924 -0.081 -1.323 2.0 -1.0 0.7
O -4.663 0.279 -2.215 -0.9 0.8 -1.7
C -4.288 -0.209 0.010 -0.9 0.3 -1.3
C -3.496 -0.715 0.996 0.2 1.2 2.7
C -2.039 -1.090 0.637 4.0 -1.6 4.0
O -1.062 -1.479 1.520 -3.3 1.3 -0.3
O -3.942 -0.611 2.189 1.4 -1.1 -0.4
O -1.985 -0.447 -2.823 -1.6 0.3 2.3
H -0.565 -1.436 -0.856 0.0 0.2 0.0
H -5.260 0.189 0.258 -0.2 -0.1 0.3
N 1.333 2.694 2.916 0.5 0.2 0.0
C 0.400 1.700 3.001 2.6 -1.6 2.5
C -0.719 2.112 2.416 -2.4 -3.9 -0.6
C -0.482 3.253 1.743 1.3 3.2 -1.0
C 0.803 3.642 2.126 -1.0 1.6 -1.3
H 2.281 2.751 3.260 -0.4 -0.5 -0.1
H 0.599 0.798 3.561 -0.1 0.0 0.0
H -1.526 1.395 2.376 -0.6 0.3 -0.2
H -1.114 3.677 0.977 0.1 0.3 0.3
H 1.336 4.543 1.862 0.1 -0.2 -0.1
```
Forces are in eV/Å.

Computed properties:
* total charge: -3



Gap between HOMO and LUMO
In order: 7.17 4.65
Unit: eV
Largest force on an atom
In order: 1.09 8.22
Unit: eV/Å
Calculated total energy
In order: -4081.5245 -2912.0474
Unit: Ha